116
Properties=species:S:1:pos:R:3:mulliken_charge:R:1 method="wB97M-V/def2-TZVPD" homo_ev=-0.792 total_charge=-1
C 1.66 0.06 1.18 -0.13
C 0.74 1.29 0.72 -0.04
N -0.62 0.89 0.36 0.08
N -1.53 1.90 0.79 -0.55
C -2.88 1.54 0.23 -0.95
C -3.27 0.03 0.62 -0.27
C -4.76 -0.14 1.16 0.59
F -4.80 -0.44 2.56 -0.33
H 1.05 -0.88 1.12 0.25
H 2.58 0.05 0.54 -0.37
H 1.93 0.21 2.26 0.24
H 1.23 1.77 -0.18 0.12
H 0.72 2.01 1.58 -0.17
H -0.74 0.76 -0.67 0.07
H -2.77 1.58 -0.91 0.37
H -3.58 2.33 0.61 0.04
H -2.61 -0.39 1.43 0.27
H -3.22 -0.58 -0.33 0.25
H -5.34 0.78 0.89 0.18
H -5.18 -1.07 0.67 -0.44
Cl 1.23 3.84 3.78 -0.15
C 2.74 4.74 3.51 -0.56
C 3.51 4.24 2.30 -0.01
Cl 4.18 2.61 2.57 -0.17
H 3.34 4.68 4.42 0.32
H 2.47 5.79 3.36 0.33
H 4.35 4.90 2.10 -0.18
H 2.88 4.20 1.41 0.31
Cl 6.01 4.79 -0.79 -0.13
C 7.59 5.31 -0.16 -0.49
C 7.68 5.16 1.34 -0.13
Cl 6.63 6.31 2.20 -0.22
H 7.75 6.34 -0.47 0.40
H 8.34 4.69 -0.64 0.21
H 8.70 5.36 1.67 0.35
H 7.42 4.15 1.66 -0.02
Cl 3.70 -2.74 0.65 -0.13
C 2.69 -3.82 -0.34 -0.53
C 2.60 -3.36 -1.78 -0.23
Cl 1.65 -1.85 -1.93 -0.17
H 1.71 -3.89 0.13 0.35
H 3.16 -4.81 -0.30 0.34
H 2.09 -4.11 -2.38 0.38
H 3.58 -3.18 -2.21 -0.06
Cl -4.25 7.63 -0.86 -0.22
C -4.00 6.68 0.62 -0.47
C -3.52 5.27 0.33 -0.23
Cl -4.78 4.28 -0.44 -0.22
H -4.93 6.67 1.19 0.33
H -3.25 7.21 1.21 0.34
H -3.25 4.77 1.26 0.11
H -2.65 5.27 -0.32 0.32
Cl 8.98 1.90 1.99 -0.23
C 8.05 1.08 0.69 0.34
C 6.85 0.34 1.23 0.69
Cl 7.32 -1.08 2.20 -0.23
H 8.73 0.41 0.16 0.47
H 7.73 1.86 0.00 -0.52
H 6.24 -0.03 0.40 -0.34
H 6.23 0.99 1.85 -0.15
Cl 7.33 -2.26 -4.64 -0.19
C 6.25 -3.14 -5.76 -0.35
C 4.82 -3.16 -5.27 -0.05
Cl 4.62 -4.17 -3.82 -0.23
H 6.65 -4.15 -5.88 0.36
H 6.31 -2.62 -6.72 0.27
H 4.18 -3.58 -6.04 0.02
H 4.46 -2.16 -5.04 0.18
Cl -4.85 -4.48 -2.33 -0.22
C -5.20 -3.69 -0.77 -0.42
C -6.15 -4.51 0.08 -0.05
Cl -7.80 -4.57 -0.61 -0.18
H -5.61 -2.70 -0.97 0.21
H -4.25 -3.58 -0.25 0.34
H -6.24 -4.07 1.07 -0.03
H -5.80 -5.54 0.19 0.34
Cl -6.09 -5.96 3.57 -0.19
C -7.61 -5.05 3.77 -0.05
C -8.82 -5.96 3.75 -0.37
Cl -9.10 -6.66 2.14 -0.17
H -7.67 -4.30 2.99 -0.07
H -7.55 -4.54 4.73 0.28
H -9.71 -5.39 4.01 0.22
H -8.72 -6.78 4.47 0.38
Cl 7.55 2.27 -2.14 -0.20
C 6.47 1.39 -3.25 -0.26
C 5.04 1.37 -2.75 -0.72
Cl 4.85 0.38 -1.29 -0.01
H 6.86 0.38 -3.37 0.12
H 6.52 1.90 -4.21 0.37
H 4.39 0.94 -3.52 0.38
H 4.68 2.38 -2.53 0.27
Cl -8.74 -1.82 1.53 -0.08
C -10.35 -1.96 2.29 -0.61
C -10.38 -1.37 3.68 -0.41
Cl -9.42 -2.33 4.84 -0.17
H -10.63 -3.01 2.29 0.28
H -11.05 -1.43 1.64 0.37
H -11.40 -1.36 4.05 0.31
H -10.00 -0.35 3.69 0.32
Cl 3.45 -1.65 -7.53 -0.14
C 2.54 -2.46 -8.84 -0.53
C 1.34 -3.20 -8.31 -0.42
Cl 1.81 -4.63 -7.34 -0.19
H 3.22 -3.12 -9.37 0.30
H 2.22 -1.68 -9.53 0.36
H 0.74 -3.57 -9.14 0.32
H 0.71 -2.57 -7.69 0.32
Cl -2.92 3.60 5.55 -0.23
C -2.57 1.86 5.42 -0.47
C -1.81 1.52 4.16 -0.06
Cl -2.79 1.71 2.70 0.07
H -3.52 1.32 5.48 0.32
H -1.98 1.60 6.30 0.36
H -1.50 0.47 4.19 0.29
H -0.92 2.13 4.05 -0.29